# C4H5NO2

A single C4H5NO2 molecule (the ωB97M-V functional and the def2-TZVPD basis, the OMol25 dataset).

Summary:
- relative energy (zero: lowest compared OMol25 entry of this formula, charge and spin) (kcal per mole) = 46.1
- HOMO-LUMO gap (eV) = 9.307
- E_tot (Ha) = -360.59589
- structure (SMILES) = O=C/C=N\CC=O

The geometry in ORCA input format:
```
! wB97M-V def2-TZVPD RIJCOSX def2/J DEFGRID3
* xyz 0 1
O 1.328 0.869 -0.968
H -1.939 1.525 0.421
H 0.095 1.880 1.835
N -1.233 -0.110 -0.540
H 1.963 -0.983 -1.437
H -0.377 -1.743 -1.509
C 1.154 -0.320 -1.073
O 0.445 -0.105 1.947
H 0.078 -1.621 0.201
C -1.160 0.757 0.385
C -0.137 -1.038 -0.704
C -0.113 0.855 1.467
*
```

How is the electron density shared among the atoms? According to Mulliken, the charges in e are: O -0.4592; H 0.3524; H 0.3390; N -0.4804; H 0.3429; H 0.3458; C 0.1338; O -0.4519; H 0.3046; C 0.0656; C -0.5205; C 0.0279

# C5H15N2O

2 unconnected molecules or ions with the total composition C5H15N2O at a distorted geometry (the ωB97M-V functional and the def2-TZVPD basis, the OMol25 dataset).

Summary:
- relative energy (zero: lowest compared OMol25 entry of this formula, charge and spin) (kcal per mole) = 86.8
- HOMO-LUMO gap (eV) = 8.177
- E_tot (Ha) = -383.91266

The geometry in ORCA input format:
```
! wB97M-V def2-TZVPD RIJCOSX def2/J DEFGRID3
* xyz 1 1
H 0.915 -0.035 -2.633
C -0.482 -0.103 0.989
H 1.464 2.200 2.321
C -1.135 0.822 0.071
H -1.337 -0.652 -1.657
C -0.542 -1.513 0.954
H -1.221 1.067 -2.195
H -0.804 1.887 0.179
C -0.929 0.331 -1.483
H -0.948 -2.103 0.070
N 0.466 0.451 1.817
H -0.138 -2.120 1.691
H 1.401 -2.517 -2.646
N 0.594 0.205 -1.516
H -0.283 2.452 2.417
H 0.756 1.581 3.576
H 0.866 -0.436 -0.725
H 1.098 1.183 -1.464
H 1.302 -0.206 2.073
O 0.586 -2.111 -2.429
C 0.631 1.697 2.502
H 0.020 -2.923 -2.102
H -2.278 0.842 0.188
*
```

How is the electron density shared among the atoms? According to Mulliken, the charges in e are: H 0.4366; C 0.2801; H 0.4055; C -0.4667; H 0.2534; C -0.9134; H 0.4853; H 0.3646; C -0.7600; H 0.1360; N -0.2038; H 0.3833; H 0.3049; N -0.4168; H 0.2841; H 0.3471; H 0.4306; H 0.3807; H 0.2628; O -0.6206; C -1.0063; H 0.3201; H 0.3124

# C2H3Cl2N

A molecular structure, C2H3Cl2N at a distorted geometry (the ωB97M-V functional and the def2-TZVPD basis, the OMol25 dataset).

Summary:
- relative energy (zero: lowest compared OMol25 entry of this formula, charge and spin) (kcal per mole) = 48.5
- HOMO-LUMO gap (eV) = 9.982
- E_tot (Ha) = -1053.04570

The geometry in ORCA input format:
```
! wB97M-V def2-TZVPD RIJCOSX def2/J DEFGRID3
* xyz 0 1
H 0.582 -0.286 1.585
C 0.661 -0.319 0.544
H -0.081 -0.576 -1.582
Cl -1.980 -0.899 0.130
C -0.380 -0.221 -0.500
N -0.124 1.144 -0.390
H -0.928 1.660 0.207
Cl 2.250 -0.502 0.006
*
```

How is the electron density shared among the atoms? According to Mulliken, the charges in e are: H 0.3982; C -0.2276; H 0.2825; Cl -0.2199; C 0.1437; N -0.5052; H 0.2580; Cl -0.1297

# C3H2Cl3O4

A gas-phase ion, C3H2Cl3O4 (charge -1) at a distorted geometry (the ωB97M-V functional and the def2-TZVPD basis, the OMol25 dataset).

Summary:
- relative energy (zero: lowest compared OMol25 entry of this formula, charge and spin) (kcal per mole) = 9.6
- HOMO-LUMO gap (eV) = 9.848
- E_tot (Ha) = -1797.15163
- structure (SMILES) = O=C(O)[C@@](O)(Cl)C([O-])(Cl)Cl

The geometry in ORCA input format:
```
! wB97M-V def2-TZVPD RIJCOSX def2/J DEFGRID3
* xyz -1 1
H 0.268 -0.124 1.897
Cl 1.881 -1.794 -0.025
Cl 0.008 2.287 0.193
Cl 3.153 0.722 -0.285
O -0.777 -0.240 1.512
C -0.735 -0.153 0.137
C 0.546 0.343 -0.381
O 1.625 0.086 1.769
H -0.221 0.390 -2.199
C 1.723 -0.012 0.541
O -1.678 -0.331 -0.601
O 0.685 0.418 -1.703
*
```

How is the electron density shared among the atoms? According to Mulliken, the charges in e are: H 0.4586; Cl -0.2813; Cl -0.2834; Cl -0.2515; O -0.5742; C 0.7392; C -0.2206; O -0.6663; H 0.3956; C 0.8405; O -0.6498; O -0.5068

# C2H3FOTm

A molecular structure, C2H3FOTm at a distorted geometry (the ωB97M-V functional and the def2-TZVPD basis, the OMol25 dataset).

Summary:
- relative energy (zero: lowest compared OMol25 entry of this formula, charge and spin) (kcal per mole) = 0.0
- HOMO-LUMO gap (spin up / spin down) (eV) = 9.143 / 8.300
- E_tot (Ha) = -1337.44436

The geometry in ORCA input format:
```
! wB97M-V def2-TZVPD RIJCOSX def2/J DEFGRID3
* xyz 2 4
O 1.818 1.254 0.960
Tm 1.427 -0.443 -0.237
C -1.626 -0.111 0.427
H -1.702 -0.051 1.517
H -0.904 -2.071 0.319
F -2.168 0.912 -0.199
C -1.153 -1.175 -0.259
H -1.265 -1.222 -1.347
*
```

How is the electron density shared among the atoms? According to Mulliken, the charges in e are: O -0.3820; Tm 2.0547; C 0.5685; H 0.4181; H 0.6409; F -0.1126; C -1.7267; H 0.5392

# C4H8NO2

A molecular structure, C4H8NO2 at a distorted geometry (the ωB97M-V functional and the def2-TZVPD basis, the OMol25 dataset).

Summary:
- relative energy (zero: lowest compared OMol25 entry of this formula, charge and spin) (kcal per mole) = 174.1
- HOMO-LUMO gap (eV) = 5.216
- E_tot (Ha) = -362.24678

The geometry in ORCA input format:
```
! wB97M-V def2-TZVPD RIJCOSX def2/J DEFGRID3
* xyz -1 1
N -0.366 -0.602 -0.591
H -1.160 -0.940 1.808
C 0.777 0.217 -1.069
H -0.662 1.113 0.698
C 2.070 -0.195 -0.429
H 0.954 0.096 -2.235
H 0.649 1.268 -0.922
C -1.918 -0.466 1.133
H 2.251 -1.282 -0.463
C -1.202 0.265 0.026
H -2.410 -1.281 0.656
H -2.771 -0.200 1.775
O 3.220 0.350 -1.014
H 2.094 -0.029 0.626
O -1.526 1.686 0.001
*
```

How is the electron density shared among the atoms? According to Mulliken, the charges in e are: N -0.4610; H 0.2417; C -0.2117; H 0.3325; C -0.5600; H 0.2519; H 0.2556; C -1.0584; H 0.2469; C 0.4888; H 0.3037; H 0.3756; O -0.9007; H 0.1997; O -0.5046

# C31H41IrNO7P

A molecular structure, C31H41IrNO7P at a distorted geometry (the ωB97M-V functional and the def2-TZVPD basis, the OMol25 dataset).

Summary:
- relative energy (zero: lowest compared OMol25 entry of this formula, charge and spin) (kcal per mole) = 15.2
- HOMO-LUMO gap (spin up / spin down) (eV) = 6.887 / 6.887
- E_tot (Ha) = -2232.96442

The geometry in ORCA input format:
```
! wB97M-V def2-TZVPD RIJCOSX def2/J DEFGRID3
* xyz 0 1
C 1.836 -2.233 -4.086
C 0.820 -2.489 3.134
H -0.749 -0.353 -5.156
O 3.144 2.644 4.976
H -1.249 -7.730 0.637
H -0.843 3.113 1.330
C 1.361 1.756 -2.203
H 1.881 -3.733 1.678
H 2.054 -4.141 -1.639
N 0.000 -1.841 -0.895
O 4.416 1.667 2.435
H 0.574 -1.280 -7.059
C -2.312 -2.301 3.883
H -2.786 -0.747 0.801
C -1.424 -5.590 0.481
C -0.117 -0.921 -4.480
C 1.147 -1.520 4.274
C 1.446 -1.338 -6.409
C 1.241 2.833 -1.160
C -3.050 -1.386 1.646
C -1.905 -6.927 0.978
C -1.251 -5.355 -0.882
C 2.093 -2.989 2.449
H 3.415 -0.597 -1.215
O 1.764 0.505 -1.661
H -2.458 -1.122 -2.268
H 0.780 3.827 1.187
H -1.485 -6.145 -1.586
H 3.535 1.085 -0.697
H 1.967 -0.864 3.992
C 3.251 1.607 2.759
H 2.626 -2.155 1.990
C 1.074 2.256 3.725
H 1.463 -2.086 5.151
H -1.272 -4.706 2.419
H -3.265 -2.387 1.265
H 0.303 -0.894 4.566
H -2.908 -7.147 0.609
H 2.749 -2.696 -4.447
C 1.501 -2.371 -2.745
H -2.236 0.171 -3.455
H -3.155 -1.846 4.405
H 2.069 -2.166 -6.746
C 2.407 -3.120 -1.806
H 2.749 -3.448 3.191
H 3.416 -3.178 -2.214
C 2.592 2.268 3.982
C -0.689 -3.322 0.883
P -0.353 -1.855 1.878
H -1.559 0.315 -1.829
C -1.140 -4.550 1.354
C -0.782 -4.148 -1.368
H 0.983 3.780 -1.653
H -3.962 -0.991 2.096
H -1.774 -0.391 3.038
H -0.515 4.347 0.080
H -2.628 -3.294 3.559
C -0.105 3.496 0.633
O 2.159 0.127 1.083
C -0.474 -3.117 -0.477
Ir 0.360 -0.433 0.354
H 2.067 2.063 -2.982
H 0.278 -3.345 3.551
C 0.915 1.331 2.597
O -0.161 0.863 2.059
O 0.234 2.893 4.314
H -1.933 -6.955 2.066
C 3.179 0.427 -1.489
C 1.043 -1.510 -4.969
H -0.655 -4.005 -2.432
H 2.186 2.981 -0.620
H 0.388 1.587 -2.667
O 0.227 2.445 -0.263
H 2.455 -2.636 -0.829
C -1.752 -0.380 -2.650
C -0.491 -1.034 -3.147
C 0.334 -1.758 -2.288
H -1.504 -2.410 4.606
H 3.663 0.674 -2.438
C 2.135 0.955 2.095
H 2.019 -0.418 -6.545
C -1.937 -1.415 2.695
*
```

How is the electron density shared among the atoms? According to Mulliken, the charges in e are: C -1.1641; C 0.4701; H 0.4200; O -0.5714; H 0.3717; H 0.2336; C -0.8425; H 0.2751; H 0.3437; N 1.2730; O -0.6544; H 0.3981; C -1.6092; H 0.2519; C 0.4031; C -1.0834; C -1.9034; C -1.5667; C -0.6016; C -1.5847; C -1.6992; C -1.2912; C -1.5487; H 0.1280; O 0.5943; H 0.2668; H 0.4198; H 0.4150; H 0.3669; H 0.3857; C -0.0330; H 0.1487; C -0.1119; H 0.4823; H 0.2020; H 0.3039; H 0.3670; H 0.3359; H 0.4279; C 1.3007; H 0.4498; H 0.4894; H 0.4158; C -1.5609; H 0.5554; H 0.4893; C 0.3821; C 0.1845; P 0.6547; H 0.1390; C -0.3800; C -0.5004; H 0.5423; H 0.4968; H 0.4248; H 0.3653; H 0.2887; C -1.1061; O -1.0588; C 0.7015; Ir 1.0332; H 0.3659; H 0.7870; C 1.7624; O -1.3425; O -0.6425; H 0.3573; C -1.0580; C 0.6184; H 0.5900; H 0.2954; H 0.2063; O -0.0093; H 0.0926; C -1.1668; C 0.3872; C -0.1967; H 0.3512; H 0.2229; C 0.1109; H 0.2575; C 0.6846